No. 1
The following is a quantum chemistry calculation of a 4-piece molecular cluster, C5H20N2O3 overall in a non-equilibrium geometry, from OMol25.

```
30
Properties=species:S:1:pos:R:3:nbo_charge:R:1
C -0.335 1.128 2.577 -0.4198
N 1.102 1.114 2.249 -0.6589
C 1.433 1.244 0.829 -0.2160
C 1.688 -0.072 0.114 -0.0740
C 2.079 0.151 -1.351 -0.6384
N 0.438 -0.928 0.136 -0.6486
C 0.730 -2.320 0.708 -0.4246
H -0.852 0.389 1.939 0.1947
H -0.680 2.168 2.443 0.1840
H -0.484 0.962 3.651 0.2002
H 1.663 0.467 2.771 0.3585
H 0.516 1.644 0.354 0.1770
H 2.194 2.023 0.734 0.1975
H 2.508 -0.578 0.614 0.1802
H 1.239 0.117 -2.043 0.2027
H 2.670 -0.668 -1.780 0.2142
H 2.675 1.013 -1.557 0.2216
H 0.214 -0.981 -0.846 0.3525
H -0.302 -2.590 0.961 0.2118
H 1.165 -2.977 -0.012 0.1872
H 1.257 -2.106 1.630 0.1979
O -2.772 -0.221 -2.241 -0.9372
H -3.143 -0.898 -2.819 0.4765
H -3.473 0.447 -2.273 0.4678
O -3.147 -1.691 0.019 -0.9485
H -3.655 -1.203 -0.629 0.4670
H -2.332 -1.176 0.038 0.4743
O -0.594 1.907 -2.455 -0.9176
H -0.395 1.361 -1.681 0.4606
H -1.409 2.275 -2.080 0.4572
```

## Properties
- relative energy (zero: lowest compared OMol25 entry of this formula, charge and spin) (kcal per mole) = 40.4
- SMILES string = CNC[C@H](C)NC.O.O.O
- net charge = 0


No. 2
The following is a quantum chemistry calculation of a single C2H2N2 molecule in a non-equilibrium geometry, from OMol25.

```
6
Properties=species:S:1:pos:R:3:nbo_charge:R:1
C 0.230 -0.629 -0.003 -0.1300
C 0.382 0.697 -0.004 -0.0909
N -1.389 0.590 0.004 -0.0412
N -1.217 -0.627 0.000 -0.1538
H 0.873 -1.496 0.006 0.2086
H 1.121 1.466 -0.003 0.2073
```

## Properties
- relative energy (zero: lowest compared OMol25 entry of this formula, charge and spin) (kcal per mole) = 86.9
- SMILES string = C1=CN=N1
- net charge = 0


No. 3
The following is a quantum chemistry calculation of a 2-piece molecular cluster, C9H14O overall in a non-equilibrium geometry, from OMol25.

```
24
Properties=species:S:1:pos:R:3:nbo_charge:R:1
C -2.843 0.777 2.321 -0.6231
C -2.103 0.325 1.090 -0.0582
C -1.201 1.171 0.451 -0.1832
C -0.586 0.775 -0.733 -0.2622
C -0.856 -0.488 -1.251 0.2927
O -0.264 -0.757 -2.478 -0.6766
C -1.706 -1.378 -0.628 -0.2939
C -2.286 -0.945 0.577 -0.1819
H -2.772 1.849 2.503 0.2149
H -2.355 0.301 3.179 0.2179
H -3.905 0.546 2.293 0.2183
H -1.004 2.194 0.742 0.2123
H 0.057 1.462 -1.262 0.2246
H -0.286 -1.692 -2.609 0.4730
H -2.030 -2.319 -1.045 0.2167
H -2.891 -1.713 1.050 0.2090
C 3.346 0.756 -0.563 -0.6103
C 3.402 -0.771 -0.489 -0.6112
H 2.327 1.088 -0.738 0.2058
H 3.681 1.170 0.390 0.2008
H 3.993 1.201 -1.317 0.2042
H 4.164 -1.111 0.212 0.2014
H 3.672 -1.210 -1.455 0.2013
H 2.448 -1.231 -0.238 0.2079
```

## Properties
- relative energy (zero: lowest compared OMol25 entry of this formula, charge and spin) (kcal per mole) = 8.1
- SMILES string = Cc1ccc(O)cc1.CC
- net charge = 0


No. 4
The following is a quantum chemistry calculation of C3H11N2O5PS2 as an isolated structure in a non-equilibrium geometry, from OMol25.

```
24
Properties=species:S:1:pos:R:3:nbo_charge:R:1
C -0.687 2.465 -0.984 -0.9808
C -2.161 -1.907 1.089 -0.8774
C 3.025 0.534 1.009 -0.8258
N -1.054 -0.362 -0.824 -1.2642
N 1.521 -1.658 0.258 -1.1671
O 0.087 0.968 1.251 -1.0881
O -3.566 -0.964 -1.018 -0.9072
O -2.635 0.698 0.573 -0.9416
O 3.312 -0.703 -1.310 -0.9261
O 1.248 0.580 -1.029 -1.0004
P -0.127 0.887 -0.182 2.2966
S -2.560 -0.599 -0.063 2.3000
S 2.305 -0.441 -0.305 2.1889
H 0.147 2.910 -1.495 0.2456
H -1.437 2.156 -1.645 0.2404
H -1.150 3.108 -0.306 0.2601
H -1.686 -2.663 0.434 0.2528
H -1.396 -1.441 1.744 0.2919
H -3.076 -2.449 1.432 0.2703
H 3.976 0.043 1.014 0.2546
H 2.937 1.549 0.652 0.2598
H 2.471 0.187 1.933 0.2911
H -0.781 -0.557 -1.796 0.4447
H 1.289 -2.337 -0.431 0.3818
```

## Properties
- relative energy (zero: lowest compared OMol25 entry of this formula, charge and spin) (kcal per mole) = 12.4
- net charge = 0


No. 5
The following is a quantum chemistry calculation of a 2-piece molecular cluster, C3H2IN overall in a non-equilibrium geometry, from OMol25.

```
7
Properties=species:S:1:pos:R:3:nbo_charge:R:1
C -0.311 -2.074 -0.478 -0.2638
C -1.123 -1.240 -0.215 -0.2437
I -2.536 0.247 0.125 0.2782
H 0.284 -2.845 -0.175 0.2290
C 1.369 1.928 0.222 0.0666
N 0.869 2.224 -0.737 -0.2927
H 1.448 1.760 1.258 0.2263
```

## Properties
- relative energy (zero: lowest compared OMol25 entry of this formula, charge and spin) (kcal per mole) = 49.7
- SMILES string = C#CI.C#N
- net charge = 0


No. 6
The following is a quantum chemistry calculation of a 4-piece molecular cluster, C59H57BBrFN2O10P overall in a non-equilibrium geometry, from OMol25.

```
132
Properties=species:S:1:pos:R:3:mulliken_charge:R:1
C 5.370 0.190 1.939 -1.1345
C 4.140 -0.607 1.455 -0.2450
O 4.631 -1.751 0.701 -0.3787
P 3.707 -3.047 0.872 0.8938
O 3.822 -3.676 2.193 -0.7958
C 1.933 -2.671 0.563 -0.3007
C 1.251 -3.885 -0.135 -0.8489
C -0.211 -3.548 -0.354 0.3019
C -0.633 -2.531 -1.138 0.1620
C 0.135 -1.551 -1.976 -0.9184
C -0.635 -1.001 -3.183 0.1319
C -1.880 -0.151 -2.823 -1.4877
F -1.018 -1.997 -4.072 -0.3012
N -2.026 -2.596 -1.043 0.5162
C -2.386 -3.599 -0.257 -0.5240
B -3.951 -3.875 -0.012 0.2621
O -4.565 -4.926 -0.610 -0.6287
C -4.740 -2.847 0.907 0.0722
C -4.859 -1.441 0.244 -1.2224
N -1.301 -4.223 0.202 0.4237
C -1.279 -5.401 1.066 -1.1926
C -2.090 -5.254 2.372 0.2214
C -1.870 -3.916 3.124 -0.9804
Br -1.555 -6.783 3.491 -0.0890
O 4.119 -4.052 -0.312 -0.3197
C 5.286 -4.855 -0.014 -0.4285
C 6.599 -4.046 -0.093 -1.0001
H 6.173 -0.519 2.160 0.2868
H 5.068 0.755 2.825 0.3433
H 5.707 0.826 1.114 0.3041
H 3.546 -0.004 0.754 0.2135
H 3.536 -0.897 2.325 0.4210
H 1.858 -1.756 -0.039 0.0298
H 1.456 -2.454 1.525 0.5116
H 1.776 -4.112 -1.067 0.5124
H 1.358 -4.738 0.545 0.2945
H 1.080 -1.965 -2.350 0.5751
H 0.398 -0.680 -1.357 0.3288
H 0.052 -0.332 -3.720 0.3932
H -2.757 -0.739 -3.142 0.3474
H -1.912 0.815 -3.326 0.4031
H -1.998 -0.036 -1.735 0.3368
H -2.751 -2.047 -1.484 0.2655
H -5.343 -5.134 -0.070 0.3472
H -5.719 -3.226 1.231 0.4896
H -4.137 -2.690 1.816 -0.1570
H -5.398 -0.728 0.876 0.3578
H -5.319 -1.482 -0.753 0.3290
H -3.846 -1.027 0.124 0.2276
H -1.638 -6.262 0.489 0.2963
H -0.249 -5.645 1.347 0.4685
H -3.141 -5.450 2.125 0.4252
H -1.161 -3.287 2.577 0.1989
H -1.522 -4.156 4.132 0.4996
H -2.841 -3.431 3.262 0.1654
H 5.337 -5.622 -0.797 0.3483
H 5.214 -5.389 0.938 0.3397
H 6.511 -3.212 -0.797 0.2390
H 6.910 -3.695 0.896 0.2919
H 7.386 -4.712 -0.466 0.3992
C 7.365 5.721 2.629 -0.5368
C 7.374 6.959 3.264 -0.4519
C 7.127 7.044 4.624 -0.6046
C 6.858 5.892 5.354 0.3179
C 6.826 4.653 4.713 0.1999
C 7.092 4.571 3.351 -0.5276
C 6.493 3.415 5.468 0.5277
O 6.469 2.335 4.910 -0.6690
C 6.182 3.528 6.918 0.1975
C 5.815 2.392 7.629 -0.5522
C 5.536 2.482 8.982 -0.4856
C 5.631 3.707 9.635 -0.4724
C 5.992 4.844 8.930 -0.5665
C 6.259 4.761 7.570 0.1827
C 6.612 5.997 6.819 0.5342
O 6.693 7.066 7.386 -0.6534
H 7.568 5.656 1.568 0.4027
H 7.577 7.858 2.696 0.3952
H 7.139 8.006 5.119 0.4765
H 7.080 3.609 2.855 0.5399
H 5.743 1.438 7.123 0.4701
H 5.245 1.596 9.533 0.4030
H 5.419 3.774 10.694 0.4021
H 6.061 5.797 9.438 0.4758
C -11.607 0.407 3.883 -0.4814
C -10.392 -0.266 3.961 -0.4933
C -9.249 0.300 3.421 -0.5668
C -9.317 1.537 2.791 0.2720
C -10.541 2.201 2.693 0.2134
C -11.682 1.637 3.250 -0.5779
C -10.645 3.504 1.980 0.5174
O -11.707 4.083 1.898 -0.6434
C -9.417 4.075 1.363 0.2075
C -9.503 5.262 0.646 -0.5833
C -8.365 5.812 0.078 -0.4758
C -7.134 5.183 0.232 -0.4847
C -7.043 3.997 0.941 -0.5476
C -8.184 3.433 1.502 0.2166
C -8.078 2.142 2.231 0.6138
O -7.002 1.588 2.363 -0.7014
H -12.498 -0.032 4.313 0.4016
H -10.338 -1.232 4.445 0.4015
H -8.303 -0.221 3.487 0.4820
H -12.628 2.157 3.186 0.4828
H -10.459 5.754 0.528 0.4784
H -8.436 6.734 -0.484 0.4089
H -6.245 5.618 -0.206 0.3974
H -6.086 3.506 1.057 0.4673
C -0.342 -2.778 -6.906 -0.4442
C 0.833 -3.515 -6.801 -0.5479
C 2.012 -3.025 -7.337 -0.6494
C 2.019 -1.799 -7.992 0.2705
C 0.835 -1.070 -8.118 0.2039
C -0.342 -1.559 -7.563 -0.5970
C 0.812 0.223 -8.857 0.5195
O -0.217 0.858 -8.960 -0.6618
C 2.076 0.713 -9.470 0.2298
C 2.064 1.888 -10.211 -0.5532
C 3.236 2.362 -10.776 -0.4801
C 4.429 1.668 -10.596 -0.4754
C 4.446 0.494 -9.862 -0.5792
C 3.270 0.007 -9.305 0.1882
C 3.297 -1.274 -8.548 0.5807
O 4.335 -1.883 -8.391 -0.6559
H -1.260 -3.159 -6.478 0.4082
H 0.828 -4.474 -6.297 0.4411
H 2.927 -3.596 -7.251 0.5018
H -1.257 -0.989 -7.649 0.5110
H 1.138 2.430 -10.350 0.4697
H 3.224 3.275 -11.358 0.4079
H 5.345 2.044 -11.032 0.4059
H 5.373 -0.047 -9.726 0.4737
```

## Properties
- net charge = +1


So what do the calculations give for calculated total energy? Going down the list: -14630.612; -5081.418; -11607.286; -47465.895; -12730.322; -168288.318 eV.
So what do the calculations give for E_HOMO? Going down the list: -8.15; -9.43; -8.49; -9.81; -9.75; -11.00 eV.